No. 1
{"formula": "C12H20N2O4", "method": "wB97M-V/def2-TZVPD", "e_above_lowest_kcal_mol": 9.4, "e_lumo_ev": 0.59, "smiles": "C[C@@H]1CN(CCCN2C(=O)COC2=O)C[C@@H](C)O1", "spin_multiplicity": 1, "symbols": ["C", "C", "C", "N", "C", "C", "C", "N", "C", "O", "C", "O", "C", "O", "C", "C", "C", "O", "H", "H", "H", "H", "H", "H", "H", "H", "H", "H", "H", "H", "H", "H", "H", "H", "H", "H", "H", "H"], "coordinates": [[-2.9404, 0.5710, -0.2149], [-2.6731, -0.8823, 0.0381], [-1.4485, -1.1582, 0.9222], [-0.1969, -1.1274, 0.1097], [1.0807, -1.1443, 0.8501], [2.1540, -0.3171, 0.1513], [1.7323, 1.0954, -0.2752], [1.7829, 1.9818, 0.8871], [2.9040, 2.5384, 1.4348], [4.0670, 2.3205, 1.1157], [2.4934, 3.3948, 2.5959], [1.0567, 3.4571, 2.4726], [0.6903, 2.6002, 1.4701], [-0.4576, 2.3925, 1.1065], [-0.2429, -1.9476, -1.0935], [-1.4146, -1.5148, -1.9380], [-1.5103, -2.3815, -3.1984], [-2.6239, -1.6295, -1.2154], [-3.1897, 1.0743, 0.7119], [-3.7666, 0.7231, -0.9168], [-2.0407, 1.0520, -0.5988], [-3.5852, -1.2529, 0.5596], [-1.5637, -2.1780, 1.3886], [-1.3591, -0.4068, 1.7037], [0.9249, -0.8139, 1.8714], [1.4218, -2.1878, 0.9504], [2.4530, -0.8620, -0.7269], [3.0471, -0.2355, 0.7903], [0.7347, 1.0973, -0.7264], [2.4259, 1.5532, -1.0004], [2.7410, 2.9518, 3.5638], [2.9766, 4.3921, 2.4811], [0.7071, -1.9653, -1.6242], [-0.4606, -3.0027, -0.8658], [-1.2608, -0.4579, -2.2047], [-2.3701, -2.0632, -3.7850], [-1.6611, -3.4348, -2.9475], [-0.6273, -2.2323, -3.8431]], "forces_ev_per_a": [[0.47, 0.62, -0.43], [-0.77, -0.67, -0.15], [0.96, -1.29, -0.86], [0.00, 0.82, 0.46], [-1.02, -0.49, -0.44], [0.23, 0.28, 0.08], [0.51, 0.02, -0.02], [-0.20, 1.19, 0.72], [2.69, -1.26, -0.19], [-1.42, 0.28, 0.10], [-0.33, 0.74, -0.33], [0.17, -0.54, -0.67], [-2.79, -0.52, -0.82], [1.74, 0.69, 1.06], [-0.59, -0.48, 1.10], [0.40, 0.26, -0.74], [-0.21, 0.60, -0.01], [-0.09, -0.06, 0.90], [-0.03, 0.09, 0.23], [0.14, -0.19, 0.08], [-0.07, 0.19, -0.07], [0.70, -0.23, -0.36], [0.00, 0.70, -0.20], [-0.08, 0.04, 0.03], [-0.26, 0.33, 0.14], [0.23, 0.11, -0.01], [0.27, -0.14, -0.53], [-0.22, -0.11, -0.21], [0.08, 0.12, 0.49], [-0.08, -0.51, 0.21], [0.15, 0.02, -0.22], [-0.60, -0.59, 0.24], [0.00, 0.45, -0.11], [0.15, -0.26, 0.31], [-0.03, -0.08, -0.18], [-0.12, -0.01, -0.01], [0.22, 0.10, 0.01], [-0.21, -0.23, 0.40]]}

---

No. 2
{"formula": "C12H20O14S2", "method": "wB97M-V/def2-TZVPD", "e_lumo_ev": 0.30, "spin_multiplicity": 1, "symbols": ["C", "C", "C", "O", "C", "O", "O", "H", "H", "H", "H", "H", "H", "C", "C", "C", "O", "C", "O", "O", "H", "H", "H", "H", "H", "H", "C", "C", "O", "S", "O", "O", "O", "H", "H", "H", "H", "C", "C", "O", "S", "O", "O", "O", "H", "H", "H", "H"], "coordinates": [[18.7556, 24.1033, 15.5306], [17.8710, 24.5064, 14.3769], [18.5329, 25.2369, 13.1917], [18.4623, 24.2701, 12.1536], [17.5249, 23.3450, 12.4378], [17.0303, 22.6144, 11.6583], [17.2995, 23.3472, 13.7802], [19.4584, 23.3488, 15.1569], [18.2779, 23.6529, 16.4002], [19.3529, 24.9245, 15.9325], [17.0600, 25.1190, 14.7845], [19.5391, 25.5393, 13.4715], [17.9216, 26.0602, 12.8227], [21.1046, 15.1349, 4.3809], [20.8640, 16.4849, 5.0145], [21.2927, 16.6926, 6.4631], [21.8642, 17.9992, 6.4623], [22.0198, 18.4377, 5.1859], [22.5147, 19.4772, 4.8765], [21.6062, 17.5093, 4.3145], [20.5437, 14.3996, 4.9679], [22.1291, 14.7853, 4.2864], [20.6201, 15.1517, 3.4039], [19.8116, 16.7388, 4.8588], [22.1043, 16.0150, 6.7352], [20.3821, 16.6312, 7.0555], [19.4668, 20.3671, 10.0718], [19.9443, 18.9297, 9.7505], [19.5325, 18.7490, 8.3956], [19.4296, 20.1645, 7.6012], [18.3861, 20.1263, 6.6098], [20.7164, 20.6674, 7.1845], [18.8997, 20.9303, 8.9186], [20.2259, 21.0448, 10.4908], [18.7639, 20.5090, 10.9012], [19.3026, 18.2371, 10.2960], [20.9723, 18.6989, 10.0141], [16.3426, 19.0572, 14.9835], [17.1673, 19.8312, 15.9939], [18.5213, 19.5508, 15.7104], [18.6892, 19.4647, 14.1206], [19.5615, 18.4279, 13.6579], [18.8278, 20.7869, 13.6157], [17.1557, 19.0137, 13.8099], [15.4080, 19.5850, 14.7930], [16.1091, 18.0204, 15.2355], [16.8029, 19.6330, 17.0008], [16.9821, 20.8988, 15.8274]], "forces_ev_per_a": [[1.25, -0.57, -0.14], [-0.68, 0.60, 0.87], [-0.69, -0.43, 0.46], [0.58, 0.07, -0.61], [0.73, 0.20, 1.04], [-0.31, -0.52, -0.39], [-0.63, 0.00, -0.34], [0.07, 0.09, 0.09], [-0.56, 0.05, -0.28], [-0.13, 0.20, -0.25], [-0.10, -0.07, -0.23], [0.16, -0.08, -0.58], [0.26, 0.36, 0.42], [-0.88, -0.20, 0.10], [0.45, 0.26, -0.77], [0.15, -0.11, -0.84], [-0.46, 0.24, 0.10], [0.71, 0.63, -0.02], [-0.20, -0.45, 0.27], [-0.30, -0.44, -0.11], [0.11, -0.05, -0.01], [0.16, 0.37, 0.14], [0.27, -0.12, -0.11], [-0.02, -0.02, 0.28], [-0.38, -0.26, 0.30], [0.47, 0.10, 0.64], [0.81, 1.21, 2.18], [-1.80, 0.28, 0.78], [0.68, 0.13, -1.36], [0.18, 0.80, -0.48], [0.87, -0.46, 1.43], [-1.29, -0.76, 1.02], [-0.09, -0.03, -1.50], [0.63, -0.36, -0.83], [-0.59, -0.89, -0.50], [0.20, -0.09, 0.10], [0.25, 0.27, -0.70], [-0.14, -0.30, -0.16], [-1.64, 1.01, -0.15], [0.85, -0.95, 0.07], [-1.27, -0.26, -1.22], [-0.49, 0.74, 1.04], [0.49, -0.01, 0.11], [0.90, 0.13, 0.02], [0.11, 0.00, -0.26], [0.16, 0.11, 0.32], [0.92, -0.42, 0.19], [0.22, -0.02, -0.07]]}

---

No. 3
{"formula": "C12H20O7", "method": "wB97M-V/def2-TZVPD", "e_above_lowest_kcal_mol": 282.6, "e_lumo_ev": 0.33, "smiles": "CCOC(=O)CC(O)(CC(=O)OCC)C(=O)OCC", "spin_multiplicity": 1, "symbols": ["C", "C", "O", "C", "O", "C", "C", "O", "C", "C", "O", "O", "C", "C", "C", "O", "O", "C", "C", "H", "H", "H", "H", "H", "H", "H", "H", "H", "H", "H", "H", "H", "H", "H", "H", "H", "H", "H", "H"], "coordinates": [[-1.3145, 2.9790, -2.7534], [-0.5649, 3.5728, -1.6867], [-0.0756, 2.7415, -0.9540], [1.2144, 2.3086, -1.4050], [1.7269, 2.6916, -2.3815], [1.7629, 1.1373, -0.6070], [1.0869, -0.0845, -0.5683], [0.8966, -0.6842, -1.8830], [1.6005, -0.9574, 0.6539], [0.4741, -2.3348, 0.5891], [-0.7114, -2.1579, 0.7344], [0.9239, -3.2391, 1.3550], [0.3613, -4.4944, 1.5212], [-0.3460, -4.1068, 3.0333], [-0.4282, 0.3101, -0.0901], [-1.4962, 0.2456, -0.9864], [-0.5604, 0.9307, 1.2119], [-2.0081, 1.2417, 1.7391], [-2.5418, 0.1536, 2.4627], [-2.0615, 2.1104, -2.5000], [-1.8387, 3.8067, -3.1698], [-0.6469, 2.5394, -3.5848], [0.2243, 4.2137, -2.2058], [-1.2422, 4.1971, -1.0527], [1.8351, 1.6094, 0.3916], [2.7588, 0.8598, -0.8135], [-0.2454, -0.6088, -2.0418], [2.3452, -1.4465, 0.2457], [1.8210, -0.6361, 1.4858], [0.9545, -5.2955, 1.5812], [-0.6521, -4.4525, 0.8713], [-0.9385, -5.1121, 3.3192], [0.4563, -4.1392, 3.6444], [-1.1435, -3.3970, 2.8846], [-2.3496, 1.6002, 0.7463], [-1.6111, 2.0779, 2.2115], [-2.5411, -0.9681, 1.7360], [-3.4421, 0.4169, 2.7442], [-2.0099, -0.1488, 3.1995]], "forces_ev_per_a": [[-2.04, -3.09, -3.59], [-3.84, 9.08, -4.98], [8.56, -8.52, 7.10], [-1.64, -2.66, 1.12], [0.82, 1.58, -1.61], [1.61, 4.61, 1.54], [-6.35, -2.26, 1.77], [-3.05, 0.46, 1.64], [-7.07, -4.89, -11.41], [-0.95, 5.30, 4.32], [-1.50, 0.96, -3.15], [6.64, -3.18, -0.67], [-8.96, 5.22, 2.30], [-2.86, -6.17, -3.76], [-6.26, 1.44, -1.78], [6.64, -0.12, 5.30], [0.45, -3.07, -3.64], [4.07, 1.19, -5.08], [-0.07, -4.65, -7.19], [1.39, 1.85, -0.01], [-0.87, 0.37, -0.95], [-0.85, 0.68, 1.28], [-0.98, -0.01, 0.80], [0.35, 0.21, -0.61], [-0.16, -0.68, 0.10], [1.49, 0.57, -1.09], [3.96, 0.01, 1.01], [4.52, -2.26, -1.73], [1.19, 3.64, 8.62], [2.52, -2.69, -0.31], [2.72, -1.07, 0.90], [1.10, 2.00, -0.39], [2.18, 1.25, 2.46], [0.69, 0.82, 0.31], [-1.27, -0.54, 0.96], [-0.45, 1.65, 1.83], [-0.43, 3.71, 1.89], [-4.95, 0.74, 1.52], [3.68, -1.49, 5.16]]}

---

No. 4
{"formula": "C12H20OSe", "method": "wB97M-V/def2-TZVPD", "e_lumo_ev": 0.74, "smiles": "CC[Se]C[C@@]12CC[C@@H](CC1=O)C2(C)C", "spin_multiplicity": 1, "symbols": ["C", "C", "Se", "C", "C", "C", "C", "C", "C", "C", "O", "C", "C", "C", "H", "H", "H", "H", "H", "H", "H", "H", "H", "H", "H", "H", "H", "H", "H", "H", "H", "H", "H", "H"], "coordinates": [[4.4381, -0.0998, 1.2103], [3.5080, 0.4371, 2.2907], [1.5759, -0.1485, 2.1937], [0.6772, 1.0235, 0.9705], [-0.4228, -0.0956, 0.0806], [0.2566, -1.1641, -0.8338], [-0.8751, -1.7235, -1.7021], [-2.0375, -0.9556, -1.1297], [-2.3412, -1.5425, 0.2184], [-1.2800, -0.8701, 1.0625], [-1.0916, -0.9454, 2.2373], [-1.5709, 0.4918, -0.9184], [-1.2304, 1.3423, -2.1562], [-2.4123, 1.4236, -0.1245], [4.1019, 0.3170, 0.3302], [5.3960, 0.4254, 1.4565], [4.3586, -1.1371, 1.3340], [3.3254, 1.5336, 2.3778], [3.9143, 0.3522, 3.2373], [0.0835, 1.8021, 1.4725], [1.4643, 1.5821, 0.3910], [0.7159, -1.9118, -0.2732], [1.0172, -0.5740, -1.5126], [-0.6999, -1.7166, -2.7409], [-1.0021, -2.7578, -1.2923], [-2.9007, -0.9575, -1.8176], [-2.3645, -2.5595, 0.1878], [-3.3076, -1.1714, 0.6918], [-0.2799, 1.8724, -2.0937], [-1.9966, 2.0468, -2.3992], [-1.0904, 0.7356, -3.0481], [-1.9454, 2.3664, 0.1249], [-2.6081, 0.9305, 0.7775], [-3.3757, 1.6479, -0.6030]], "forces_ev_per_a": [[0.32, 2.67, 2.96], [-2.29, 2.15, -1.47], [1.32, -0.98, 1.41], [-1.19, -0.93, -2.09], [2.12, 3.18, 0.01], [1.18, 3.32, -1.89], [0.13, -1.29, 2.88], [-2.80, 0.95, -2.60], [-1.64, 3.74, 1.29], [1.06, -0.33, -0.89], [-0.49, -0.16, 0.93], [2.02, 0.33, 0.83], [1.58, -1.66, -0.66], [-1.44, -0.04, 0.04], [-0.59, 0.16, -2.41], [-0.19, -1.22, -0.43], [0.67, -1.52, -0.53], [0.57, -0.27, -1.09], [0.36, -1.34, 2.24], [-0.01, -0.58, -0.02], [-0.98, -0.88, -0.11], [1.23, -1.04, 0.80], [-1.10, -1.28, 1.47], [0.04, 0.13, -1.14], [0.02, 0.40, -1.26], [0.00, -0.25, 0.27], [0.11, -2.89, 0.36], [0.85, -0.55, -0.82], [-0.01, 0.19, 0.47], [-0.57, 0.41, 0.11], [-0.08, -0.29, -0.22], [0.41, 0.16, -0.19], [-0.80, -0.22, 1.77], [0.18, -0.06, 0.00]]}

---

Calculated total energy (hartree), listed in the same order as above: -879.7454, -2318.9379, -995.5353, -2945.8038